The following is a DFT calculation (ωB97M-V/def2-TZVPD) of C29H16Br2N3OPdS2 as an isolated structure.

```
54
Properties=species:S:1:pos:R:3:forces:R:3
Pd -0.080630 0.117564 -0.194115 -0.9 0.8 0.6
Br 0.187115 -0.995574 4.602624 -0.2 0.2 0.1
C -0.930750 0.301658 3.827380 -0.3 0.0 1.9
C -1.797399 1.072759 4.572118 1.2 -1.3 0.2
C -2.598407 2.014710 3.946168 -0.7 0.7 -0.1
Br -3.766482 3.040378 5.028535 0.4 -0.4 -0.4
C -2.563153 2.223743 2.541970 -0.2 0.3 -0.7
C -3.344289 3.158537 1.843393 -0.1 -0.2 1.2
C -3.194375 3.246519 0.470866 0.9 -0.7 -1.4
C -2.295531 2.429631 -0.191644 -1.4 1.6 -0.5
N -1.527958 1.519392 0.427786 1.1 -1.3 0.6
C -1.667665 1.424678 1.787152 0.3 -0.3 0.3
C -0.838726 0.451194 2.423108 -0.6 0.8 -1.0
O -0.034545 -0.263098 1.727923 0.0 -0.1 0.1
H -1.852455 0.943436 5.641957 0.0 0.0 0.0
H -4.043760 3.793133 2.364704 0.0 0.0 0.0
H -3.778485 3.954264 -0.092893 0.0 0.0 -0.2
H -2.192908 2.516160 -1.261578 0.0 0.0 0.0
S 4.703790 -5.000959 0.605146 -0.5 0.4 0.5
C 4.915140 -5.499921 2.219840 -0.2 0.2 0.0
C 4.110769 -4.810076 3.086577 0.5 -0.5 0.0
C 3.305790 -3.860096 2.446602 -0.1 0.2 -0.9
C 3.497442 -3.824402 1.079025 0.6 -0.8 0.8
C 2.873534 -3.002238 0.082727 0.1 0.2 -1.6
C 1.899525 -2.048805 0.420334 -0.1 0.1 0.0
N 1.311912 -1.280518 -0.483477 0.5 -0.4 -0.7
C 1.651760 -1.403415 -1.801700 0.8 -1.0 1.0
C 2.627183 -2.341388 -2.235685 -0.9 1.0 0.0
C 2.911686 -2.391443 -3.636470 -0.1 0.1 -0.2
C 2.275643 -1.576997 -4.508433 0.1 -0.1 0.0
C 1.289585 -0.627097 -4.086063 0.1 -0.3 1.2
C 0.616741 0.222763 -4.944000 -1.0 1.0 0.5
C -0.337662 1.120052 -4.425366 1.2 -1.2 -0.3
C -0.564334 1.109648 -3.046345 0.0 0.0 0.5
N 0.056180 0.317219 -2.184637 0.7 -0.4 -1.3
C 0.990541 -0.559973 -2.699747 -0.7 0.9 -1.0
C -1.057007 2.018530 -5.281278 -0.6 0.8 -0.8
C -2.011218 2.964200 -4.962297 0.6 -0.6 0.0
C -2.490490 3.658183 -6.081779 0.0 0.1 -0.6
C -1.908553 3.247646 -7.248286 0.0 -0.1 0.3
S -0.764066 2.005814 -7.000291 -0.4 0.3 0.6
C 3.228785 -3.134630 -1.276348 -0.3 0.1 1.3
H 5.623011 -6.276027 2.437496 0.1 -0.1 0.1
H 4.102525 -4.984291 4.147834 0.0 0.0 0.1
H 2.613796 -3.229641 2.979570 -0.1 0.1 0.0
H 1.603514 -1.921541 1.453225 -0.1 0.2 -0.1
H 3.649301 -3.097048 -3.984642 0.1 -0.1 -0.1
H 2.495956 -1.620708 -5.562110 0.1 -0.1 -0.2
H 0.810395 0.209724 -6.004483 0.1 -0.1 -0.1
H -1.294338 1.789054 -2.642456 0.0 0.0 0.1
H -2.364840 3.165642 -3.966864 0.0 0.0 0.2
H -3.236282 4.431938 -6.031823 -0.1 0.1 0.0
H -2.085193 3.602972 -8.244797 -0.1 0.1 -0.2
H 3.974037 -3.860031 -1.561491 0.1 -0.1 -0.1
```
Positions in Å, forces in eV/Å.

E_HOMO (alpha / beta) ... -8.063 / -10.652 eV
Net charge ... +1
Energy ... -202080.155 eV
Relative energy (zero: lowest compared OMol25 entry of this formula, charge and spin) ... 5.5 kcal per mole
Lowest unoccupied orbital energy (alpha / beta) ... -4.0 / -5.0 eV
Multiplicity ... 3
F_max ... 0.0427 hartree/bohr
Gap between HOMO and LUMO (alpha / beta) ... 4.04 / 5.65 eV

Let us look at the Löwdin charges, expressed in e, one per atom: 1.086 0.841 -0.582 -0.157 -0.567 0.860 -0.190 -0.060 -0.062 -0.140 -0.034 -0.147 -0.377 -0.184 0.105 0.078 0.109 0.071 1.080 -0.386 -0.165 -0.098 -0.463 -0.175 -0.007 -0.013 -0.137 -0.118 0.008 0.006 -0.119 0.052 -0.181 -0.020 -0.011 -0.129 -0.470 -0.101 -0.165 -0.383 1.083 0.048 0.071 0.110 0.104 0.111 0.126 0.125 0.100 0.085 0.106 0.111 0.072 0.096

The following is a DFT calculation (ωB97M-V/def2-TZVPD) of C29H16F5O5PZn as an isolated structure.

```
57
Properties=species:S:1:pos:R:3:forces:R:3
Zn 1.117538 1.654157 -0.274751 0.0 -0.1 0.0
C 1.855517 -4.257182 1.624899 0.0 0.0 0.0
C 0.493053 -4.293601 1.361848 0.0 0.0 0.0
C -0.148078 -3.179382 0.838052 0.0 -0.1 0.0
C 0.558192 -2.012567 0.559804 0.1 -0.1 0.0
C 1.926512 -1.984977 0.830939 0.0 0.0 0.0
C 2.567863 -3.095893 1.358950 0.0 0.0 0.0
P -0.179691 -0.475800 -0.104607 0.0 0.1 -0.1
C -1.883775 -0.619468 -0.750512 -0.1 0.0 0.0
C -2.443718 -1.773771 -1.280538 -0.1 0.0 0.0
C -3.737324 -1.762642 -1.792607 0.0 0.0 0.0
C -4.474997 -0.589383 -1.801567 0.0 0.0 0.0
C -3.916324 0.575490 -1.289383 0.1 0.0 0.0
C -2.637589 0.555997 -0.754919 -0.1 0.0 -0.1
C -0.807579 0.048818 1.654404 -0.1 0.0 0.0
C -1.770518 -0.683413 2.305731 0.0 0.0 0.0
C -2.176420 -0.388561 3.623227 0.0 0.0 0.0
C -1.605553 0.653961 4.294728 0.0 0.0 0.0
C -0.626706 1.458113 3.664853 0.0 0.0 0.0
C -0.043947 2.556663 4.345086 0.0 0.0 0.0
C 0.878748 3.339713 3.714704 0.0 0.0 0.0
C 1.247374 3.068888 2.376688 0.0 0.0 0.0
C 0.725458 2.016152 1.658196 0.0 0.1 0.1
C -0.225325 1.175170 2.325117 0.0 0.0 0.0
H 2.357794 -5.126431 2.032805 0.0 0.0 0.0
H -0.077282 -5.192977 1.563920 0.0 0.0 0.0
H -1.211811 -3.229781 0.647109 0.0 0.0 0.0
H 2.496895 -1.092527 0.605426 0.0 0.0 0.0
H 3.632800 -3.052731 1.552823 0.0 0.0 0.0
H -1.864251 -2.685049 -1.327171 0.0 0.0 0.0
H -4.155389 -2.674295 -2.203463 0.0 0.0 0.0
H -5.476033 -0.576985 -2.216764 0.0 0.0 0.0
H -4.472513 1.504589 -1.311899 0.0 0.0 0.0
H -2.209179 1.467881 -0.353362 0.0 0.0 0.0
H -2.241609 -1.521184 1.801986 0.0 0.0 0.0
H -2.934935 -0.999306 4.101683 0.0 0.0 0.0
H -1.897647 0.889170 5.313813 0.0 0.0 0.0
H -0.349675 2.761072 5.366806 0.0 0.0 0.0
H 1.323296 4.182762 4.234614 0.0 0.0 0.0
H 1.967112 3.733582 1.907934 0.0 0.0 0.0
O 3.711019 4.536709 -4.904422 0.0 0.0 0.0
C 3.184312 3.948473 -3.982892 0.0 -0.1 0.0
C 1.728841 4.049537 -3.578085 0.1 0.1 0.0
O 0.890402 4.758151 -4.113019 0.0 0.0 0.0
C 1.586290 3.167103 -2.422712 0.0 0.0 0.0
C 2.822465 2.538116 -2.118331 0.0 0.0 0.0
O 2.926598 1.723909 -1.135237 0.0 0.1 0.0
C 3.868457 2.989641 -3.031174 0.0 0.0 -0.1
O 5.050765 2.684731 -3.058450 0.0 0.0 0.1
O 0.541296 2.948854 -1.717409 0.0 0.0 0.0
F 1.916749 -1.099007 -1.993356 0.0 0.0 0.0
C 0.538129 -1.221805 -2.167190 0.1 0.0 0.0
F 0.196769 -0.192847 -3.032934 0.0 0.1 0.0
C 0.405865 -2.477229 -3.027238 0.0 0.0 0.0
F -0.830564 -2.586761 -3.561332 0.1 0.0 0.0
F 0.614681 -3.596575 -2.291890 0.0 0.1 -0.1
F 1.267646 -2.545270 -4.068931 0.0 0.0 0.0
```
Positions in Å, forces in eV/Å.

E_HOMO ... -1.628 eV
Net charge ... -2
Energy ... -111866.216 eV
Relative energy (zero: lowest compared OMol25 entry of this formula, charge and spin) ... 0.0 kcal per mole
Lowest unoccupied orbital energy ... 4.4 eV
F_max ... 0.0031 hartree/bohr
Gap between HOMO and LUMO ... 6.04 eV

Let us look at the Löwdin charges, expressed in e, one per atom: 0.681 -0.113 -0.099 -0.098 -0.324 -0.079 -0.087 1.037 -0.336 -0.101 -0.094 -0.113 -0.088 -0.075 -0.258 -0.108 -0.101 -0.071 -0.187 -0.079 -0.118 -0.142 -0.159 -0.198 0.087 0.091 0.086 0.105 0.097 0.087 0.094 0.088 0.096 0.113 0.090 0.088 0.095 0.093 0.086 0.082 0.074 -0.284 -0.310 0.052 -0.307 -0.303 -0.085 -0.310 0.052 -0.082 -0.016 -0.418 0.003 -0.570 0.110 0.111 0.117

The following is a DFT calculation (ωB97M-V/def2-TZVPD) of C29H18Cl3N2OPRuS7 as an isolated structure.

```
62
Properties=species:S:1:pos:R:3:forces:R:3
Ru 0.054488 -0.172060 0.092783 0.5 -0.2 -0.3
Cl -1.380663 3.705109 -2.838067 0.0 0.0 0.0
C -1.682577 3.482734 -1.148805 0.0 0.0 0.1
C -2.410560 4.444739 -0.441367 0.0 0.0 -0.1
C -2.641741 4.302749 0.897781 0.0 0.0 0.1
Cl -3.535048 5.538276 1.750708 0.0 0.0 0.0
C -2.156570 3.178661 1.601009 0.0 0.0 0.1
C -2.303365 2.964168 2.989989 0.0 0.0 0.0
C -1.750085 1.849506 3.545087 0.0 0.0 0.0
C -1.070979 0.921768 2.736045 -0.1 0.0 0.0
N -0.938671 1.077973 1.437632 -0.6 -0.4 0.0
C -1.456397 2.204308 0.863597 0.1 0.2 0.0
C -1.174803 2.346092 -0.525305 -0.2 0.2 -0.1
O -0.497903 1.430377 -1.116981 0.4 0.0 0.1
H -2.784339 5.313704 -0.965433 0.0 0.0 0.0
H -2.834228 3.688953 3.591264 0.0 0.0 0.0
H -1.824202 1.650193 4.604925 0.0 0.0 0.0
H -0.654563 0.030523 3.169102 0.1 -0.1 0.0
S 2.758082 -2.643841 6.387461 0.0 0.0 0.0
C 2.186971 -2.124534 4.933808 -0.1 0.1 0.0
S 0.828203 -2.819890 4.128444 0.0 -0.1 0.0
C 0.821186 -1.778034 2.727816 -0.1 0.0 0.0
C 1.774458 -0.824266 2.695698 0.0 0.1 0.0
S 1.965187 0.287895 1.385232 -0.1 0.4 0.0
S 2.859061 -0.790213 4.064371 0.0 0.0 0.0
S -0.335439 -1.968727 1.444468 0.5 -0.1 -0.2
S -0.245746 -2.527580 -4.187597 0.1 0.2 0.1
P -1.593945 -2.671319 -2.765413 -0.2 -0.2 0.1
S -1.824490 -1.384720 -1.190643 0.0 0.4 0.0
C -1.541866 -4.385307 -2.118746 0.0 0.0 0.1
C -1.374456 -4.674962 -0.773183 0.0 0.0 0.0
C -1.320041 -5.997220 -0.342890 0.0 0.0 0.0
C -1.447367 -7.031912 -1.254546 0.0 0.0 0.0
C -1.622304 -6.744871 -2.605342 0.0 0.0 0.0
C -1.662319 -5.430112 -3.035393 0.0 0.0 0.0
C -3.284443 -2.634438 -3.480567 0.0 0.0 0.0
C -3.479116 -2.401491 -4.834119 0.0 0.0 0.0
C -4.764355 -2.391364 -5.364509 0.0 0.0 0.0
C -5.857620 -2.621517 -4.544653 0.0 0.0 0.0
C -5.666178 -2.861074 -3.188385 0.0 0.0 0.0
C -4.386659 -2.865423 -2.658216 0.0 0.0 0.0
H -1.285378 -3.866045 -0.058620 0.0 -0.1 -0.1
H -1.180020 -6.210096 0.709720 0.0 0.0 0.0
H -1.409699 -8.061087 -0.918744 0.0 0.0 0.0
H -1.720661 -7.549266 -3.323959 0.0 0.0 0.0
H -1.775746 -5.204563 -4.088885 0.0 0.0 0.0
H -2.615022 -2.225129 -5.463056 0.0 0.0 0.0
H -4.907534 -2.202646 -6.421435 0.0 0.0 0.0
H -6.858893 -2.614280 -4.958004 0.0 0.0 0.0
H -6.516828 -3.040698 -2.542604 0.0 0.0 0.0
H -4.236910 -3.040634 -1.599963 0.0 0.0 0.0
Cl 1.354121 0.811704 -5.364048 0.0 -0.1 0.0
C 1.968200 0.196420 -3.869131 -0.1 0.0 0.0
C 3.297870 -0.127755 -3.735207 0.1 0.0 0.1
C 3.724501 -0.602199 -2.501770 0.0 0.1 0.0
C 2.821468 -0.687070 -1.463351 -0.1 -0.1 -0.2
N 1.528964 -0.354051 -1.603576 -0.4 -0.6 0.2
C 1.094794 0.028481 -2.801556 0.0 0.3 -0.1
H 3.975256 -0.018016 -4.571191 0.0 0.0 0.0
H 4.754127 -0.884004 -2.333488 0.0 0.0 0.0
H 3.127275 -1.019554 -0.487930 0.0 -0.1 0.1
H 0.047916 0.277134 -2.895463 0.1 -0.1 0.0
```
Positions in Å, forces in eV/Å.

E_HOMO (alpha / beta) ... -4.709 / -5.083 eV
Net charge ... -1
Energy ... -160684.566 eV
Relative energy (zero: lowest compared OMol25 entry of this formula, charge and spin) ... 26.7 kcal per mole
Lowest unoccupied orbital energy (alpha / beta) ... 1.9 / 1.4 eV
Multiplicity ... 2
F_max ... 0.0146 hartree/bohr
Gap between HOMO and LUMO (alpha / beta) ... 6.65 / 6.47 eV

Let us look at the Löwdin charges, expressed in e, one per atom: 0.691 0.690 -0.585 -0.132 -0.614 0.654 -0.173 -0.021 -0.028 -0.125 -0.047 -0.122 -0.391 -0.255 0.103 0.089 0.109 0.070 0.481 -1.528 0.895 -1.132 -1.135 0.606 0.892 0.555 0.244 0.105 0.278 -0.384 -0.108 -0.085 -0.102 -0.094 -0.108 -0.396 -0.111 -0.093 -0.103 -0.091 -0.110 -0.002 0.100 0.094 0.096 0.095 0.057 0.096 0.094 0.097 0.093 0.673 -0.667 -0.085 -0.050 -0.158 -0.041 -0.230 0.108 0.106 0.058 0.074

The following is a DFT calculation (ωB97M-V/def2-TZVPD) of C29H18F9N7PRh as an isolated structure.

```
65
Properties=species:S:1:pos:R:3:forces:R:3
Rh -0.148534 0.010467 0.465740 0.0 0.0 0.0
N -0.396907 -4.291221 0.533881 0.0 0.0 0.0
C 0.081571 -4.183267 1.789563 0.0 0.0 0.0
C 0.224566 -2.822474 2.056719 0.0 0.0 0.0
N -0.150213 -2.097489 0.998251 0.0 0.0 0.1
C -0.533462 -3.004823 -0.001544 -0.2 0.0 0.1
C 0.762078 -1.690773 -1.945635 0.0 0.0 0.0
N 0.821053 -0.474091 -1.431157 -0.2 0.0 0.0
C 1.707090 0.231003 -2.218084 0.1 -0.1 0.0
C 2.190112 -0.587592 -3.190729 -0.1 0.1 0.0
N 1.578691 -1.802304 -2.998726 0.1 0.0 0.0
H -0.634518 -5.144987 0.051537 0.0 0.0 0.0
H 0.286456 -5.036555 2.414204 0.0 0.0 0.0
H 0.583952 -2.377853 2.970237 0.0 0.0 0.0
H 1.932748 1.266470 -2.034224 0.0 0.0 0.0
H 2.880786 -0.411049 -3.995851 0.0 0.0 0.0
H 1.674789 -2.625772 -3.574761 0.0 0.0 0.0
N -0.052637 -2.736466 -1.495912 0.0 0.0 -0.2
C -1.339675 -2.520817 -1.109955 0.1 0.0 0.0
N -2.383495 -1.877204 -1.415372 0.0 0.0 0.0
C -2.326163 -1.235087 -2.604089 0.0 0.0 0.0
N -2.279280 -0.627876 -3.581276 0.0 0.0 0.0
F -3.871169 5.220106 5.832334 0.0 0.0 0.0
C -3.658882 3.900643 5.866302 0.0 0.0 0.0
F -4.845459 3.289968 5.742265 0.0 0.0 0.0
F -3.152399 3.587169 7.060638 0.0 0.0 0.0
C -2.738849 3.476822 4.740874 0.0 0.0 0.0
C -1.689322 2.602343 4.982088 0.0 0.0 0.0
C -0.880385 2.204493 3.931293 0.0 0.0 0.0
C -1.127339 2.687780 2.645593 0.0 0.0 0.0
C -2.181871 3.572604 2.409980 0.0 0.0 0.0
C -2.987413 3.964529 3.463877 0.0 0.0 0.0
P -0.015338 2.196767 1.333209 0.0 0.0 0.0
C -0.778197 2.489032 -0.268053 0.0 0.0 0.0
C -2.030653 1.891361 -0.514532 0.0 0.0 0.0
C -2.603726 1.980225 -1.773382 0.0 0.0 0.0
C -1.932062 2.656569 -2.780778 0.0 0.0 0.0
C -0.696040 3.253619 -2.544546 0.0 0.0 0.0
C -0.110472 3.164004 -1.296610 0.0 0.0 0.0
C -2.531802 2.789052 -4.167208 -0.1 0.0 0.0
F -3.698874 2.155006 -4.262719 0.0 0.0 0.0
F -1.698157 2.293329 -5.085959 0.0 0.0 0.0
F -2.730164 4.083401 -4.450033 0.0 0.0 0.0
C 1.552647 3.040854 1.464812 0.0 0.0 0.0
C 1.624852 4.282949 2.097757 0.0 0.0 0.0
C 2.837683 4.946694 2.152609 0.0 0.0 0.0
C 3.966992 4.367275 1.585962 0.0 0.0 0.0
C 3.902635 3.128556 0.965394 0.0 0.0 0.0
C 2.691057 2.460570 0.908184 0.0 0.0 0.0
C 5.277346 5.125398 1.637767 0.0 0.0 0.0
F 5.260581 6.133846 0.756140 0.0 0.0 0.0
F 5.478170 5.642897 2.852873 0.0 0.0 0.0
F 6.313488 4.334827 1.342400 0.0 0.0 0.0
H -1.505519 2.239787 5.983561 0.0 0.0 0.0
H -0.052673 1.530333 4.118708 0.0 0.0 0.0
H -2.369097 3.962972 1.418181 0.0 0.0 0.0
H -3.801263 4.658004 3.298284 0.0 0.0 0.0
H -2.586481 1.419547 0.294462 0.0 0.0 0.0
H -3.570539 1.538619 -1.970277 0.0 0.0 0.0
H -0.204232 3.799092 -3.339895 0.0 0.0 0.0
H 0.846696 3.634059 -1.107035 0.0 0.0 0.0
H 0.745076 4.727531 2.545771 0.0 0.0 0.0
H 2.910153 5.909808 2.640066 0.0 0.0 0.0
H 4.795190 2.686999 0.545218 0.0 0.0 0.0
H 2.639149 1.482898 0.440563 0.0 0.0 0.0
```
Positions in Å, forces in eV/Å.

E_HOMO (alpha / beta) ... -14.362 / -15.308 eV
Net charge ... +2
Energy ... -77533.351 eV
Relative energy (zero: lowest compared OMol25 entry of this formula, charge and spin) ... 39.3 kcal per mole
Lowest unoccupied orbital energy (alpha / beta) ... -5.9 / -8.5 eV
Multiplicity ... 5
F_max ... 0.0039 hartree/bohr
Gap between HOMO and LUMO (alpha / beta) ... 8.46 / 6.85 eV

Let us look at the Löwdin charges, expressed in e, one per atom: 0.948 0.167 0.016 -0.060 -0.013 -0.321 -0.355 0.011 -0.098 -0.020 0.169 0.186 0.147 0.130 0.102 0.137 0.186 0.216 -0.249 0.193 -0.292 0.222 0.168 -0.595 0.168 0.163 -0.078 0.023 -0.064 -0.367 -0.050 0.027 1.013 -0.402 -0.117 0.003 -0.076 0.033 -0.052 -0.609 0.160 0.162 0.170 -0.362 -0.033 0.031 -0.077 0.020 -0.083 -0.595 0.170 0.169 0.159 0.134 0.114 0.117 0.141 0.115 0.134 0.145 0.118 0.120 0.142 0.133 0.088